Computed, not measured: a cluster of 13 separate species, C5H35NO14 in total at a distorted geometry, with wB97M-V/def2-TZVPD.

Net charge: 0

Each line ends with the Mulliken charge.
CARTESIAN COORDINATES (ANGSTROEM)
1 C -0.767 0.909 -0.292  -0.981
2 C -0.292 -0.304 -1.120  1.402
3 C -0.520 0.014 -2.633  -1.591
4 C -0.799 -1.724 -0.844  -0.974
5 N -0.039 1.002 1.020  0.392
6 C -0.818 1.091 2.133  0.324
7 O -0.066 1.297 3.228  -0.477
8 O -1.999 0.722 2.130  -0.642
9 H -0.604 1.808 -0.925  0.331
10 H -1.899 0.795 -0.165  0.043
11 H 0.765 -0.184 -0.891  -0.260
12 H -0.779 -0.850 -3.208  0.363
13 H 0.277 0.533 -3.141  0.321
14 H -1.433 0.505 -2.438  0.527
15 H -0.235 -2.491 -1.426  0.277
16 H -1.858 -1.693 -1.217  0.071
17 H -0.672 -1.906 0.223  0.358
18 H 0.875 1.398 0.910  0.323
19 H -0.532 0.932 4.038  0.380
20 H 1.027 -1.953 1.927  0.297
21 H 1.329 -1.499 3.230  0.273
22 O 1.538 -1.219 2.331  -0.538
23 H -4.696 1.619 -1.342  0.262
24 H -4.556 0.109 -1.286  0.275
25 O -4.101 0.926 -1.014  -0.564
26 H -4.581 -0.955 0.482  0.308
27 H -3.797 -1.404 1.696  0.312
28 O -4.303 -1.767 0.961  -0.609
29 H 2.350 0.369 1.176  0.154
30 H 3.611 1.410 1.024  0.283
31 O 2.944 0.912 0.597  -0.532
32 H -2.342 -3.447 0.038  0.299
33 H -1.943 -4.215 1.290  0.328
34 O -1.787 -4.150 0.341  -0.632
35 H 4.395 -0.060 1.421  0.427
36 H 4.907 -1.360 2.027  0.294
37 O 5.035 -0.416 2.078  -0.613
38 H 3.192 0.476 -1.361  0.321
39 H 4.129 -0.523 -2.199  0.269
40 O 4.000 0.368 -1.897  -0.662
41 H -1.526 5.276 0.051  0.313
42 H -2.401 4.106 -0.516  0.302
43 O -1.575 4.567 -0.603  -0.612
44 H -3.793 -2.387 -2.914  0.279
45 H -4.438 -2.236 -1.514  0.287
46 O -4.149 -1.760 -2.282  -0.643
47 H 2.484 2.783 -1.211  0.265
48 H 2.381 4.175 -1.750  0.312
49 O 3.033 3.440 -1.688  -0.640
50 H 4.502 2.900 1.359  0.295
51 H 3.807 2.941 0.148  0.400
52 O 3.735 3.356 0.987  -0.677
53 H 1.723 -4.366 1.326  0.253
54 H 0.315 -4.029 0.485  0.339
55 O 0.943 -3.843 1.219  -0.612

---

Computed, not measured: a cluster of 2 separate species, C6H10S in total at a distorted geometry, with wB97M-V/def2-TZVPD.

Net charge: 0

Each line ends with the Mulliken charge.
CARTESIAN COORDINATES (ANGSTROEM)
1 C -1.415 1.066 -0.784  -0.478
2 C -0.195 1.602 -0.683  -0.296
3 C -1.601 -0.133 0.141  -0.894
4 C 0.655 0.942 0.342  -0.636
5 C 0.415 -1.512 0.589  -1.365
6 C -0.253 -0.206 0.811  0.917
7 S 2.086 -1.670 -1.465  -0.326
8 H -2.097 1.448 -1.495  0.446
9 H 0.023 2.650 -1.066  0.309
10 H -2.412 0.100 0.745  0.364
11 H -1.782 -1.060 -0.472  0.231
12 H 1.565 0.518 -0.165  0.077
13 H 0.994 1.530 1.094  0.386
14 H 1.344 -1.699 1.116  0.479
15 H -0.243 -2.259 0.227  0.390
16 H -0.369 -0.047 1.996  0.300
17 H 3.287 -1.272 -0.931  0.097

---

Computed, not measured: a cluster of 2 separate species, C5H9N2O2S in total at a distorted geometry, with wB97M-V/def2-TZVPD.

Net charge: -1

Each line ends with the Mulliken charge.
CARTESIAN COORDINATES (ANGSTROEM)
1 C -0.354 1.802 0.022  0.522
2 C 2.051 -0.777 0.661  -0.518
3 C 1.930 0.340 -0.463  -0.682
4 C 0.691 -1.411 0.506  -0.440
5 C 0.420 0.471 -0.670  -0.078
6 N -0.111 -0.726 -0.201  -0.422
7 N -2.690 -0.486 -0.696  -0.675
8 O -1.500 2.018 -0.362  -0.764
9 O 0.300 2.452 0.836  -0.713
10 S -3.905 -0.651 0.489  -0.221
11 H 2.994 -1.272 0.451  0.363
12 H 2.173 -0.132 1.672  0.172
13 H 2.261 1.359 -0.347  0.362
14 H 2.490 0.000 -1.468  0.233
15 H 0.575 -2.344 0.946  0.492
16 H -3.280 -0.635 1.687  0.068
17 H 0.199 0.712 -1.654  0.349
18 H -2.399 0.412 -0.799  0.442
19 H -1.845 -1.132 -0.609  0.509

---

Computed, not measured: the molecule C4H5NO, with wB97M-V/def2-TZVPD.

Net charge: 0

Each line ends with the Mulliken charge.
CARTESIAN COORDINATES (ANGSTROEM)
1 C -0.202 -0.691 -1.209  -0.500
2 C -0.583 0.619 -0.627  -0.028
3 O -1.077 0.529 0.773  -0.344
4 C -0.047 0.187 1.492  0.058
5 N 1.027 -0.017 0.793  -0.002
6 C 0.872 0.239 -0.643  -0.669
7 H -0.577 -1.576 -0.690  0.193
8 H -0.167 -0.790 -2.290  0.264
9 H -1.038 1.480 -1.105  0.355
10 H -0.185 0.149 2.572  0.412
11 H 1.980 -0.047 1.117  0.262

---

Computed, not measured: a structure of composition C5H7N2O3 at a distorted geometry, with wB97M-V/def2-TZVPD.

Net charge: -1

Each line ends with the Mulliken charge.
CARTESIAN COORDINATES (ANGSTROEM)
1 C -2.240 0.234 0.078  0.197
2 C -1.836 -1.058 -0.152  0.086
3 C -1.101 1.016 -0.192  0.402
4 C -0.127 -0.106 -0.556  0.017
5 C 2.005 0.647 0.216  -0.973
6 N 1.409 -1.665 0.284  -0.658
7 N 0.941 -0.326 0.374  -0.046
8 O -2.125 -2.226 -0.220  -0.622
9 O -0.927 2.245 -0.191  -0.760
10 O -3.525 0.689 0.459  -0.631
11 H 0.172 -0.142 -1.616  0.310
12 H 2.743 0.517 1.015  0.298
13 H 2.523 0.565 -0.762  0.316
14 H 1.561 1.637 0.289  0.334
15 H 1.973 -1.817 -0.563  0.216
16 H 1.990 -1.859 1.098  0.226
17 H -3.435 1.649 0.439  0.288

---

Computed, not measured: the molecule C3H3NO at a distorted geometry, with wB97M-V/def2-TZVPD.

SMILES: c1cnoc1
Net charge: 0

Each line ends with the Mulliken charge.
CARTESIAN COORDINATES (ANGSTROEM)
1 C -0.709 0.218 -0.060  -0.193
2 C 0.430 1.014 -0.197  -0.244
3 N 1.551 0.255 -0.046  -0.311
4 O 1.150 -1.020 0.083  -0.089
5 C -0.111 -0.974 0.102  0.051
6 H -1.822 0.264 0.203  0.271
7 H 0.423 2.118 -0.608  0.287
8 H -0.912 -1.875 0.523  0.229

---

Computed, not measured: a cluster of 2 separate species, CN2O3S in total at a distorted geometry, with wB97M-V/def2-TZVPD.

Net charge: 0
Multiplicity: 3
⟨S²⟩: 2.012

Each line ends with the Löwdin spin population.
CARTESIAN COORDINATES (ANGSTROEM)
1 C 0.950 -0.041 0.052  0.237
2 N -0.822 1.635 -0.505  0.623
3 N 0.014 -0.921 0.249  0.076
4 O -1.783 1.318 0.001  0.396
5 O 0.202 -1.861 -0.607  0.210
6 O -0.951 -0.709 0.986  0.129
7 S 2.391 0.579 -0.177  0.328

---

Computed, not measured: the molecule C4H8N2 at a distorted geometry, with wB97M-V/def2-TZVPD.

SMILES: C1N[C@H]1[C@H]1CN1
Net charge: 0

Each line ends with the Mulliken charge.
CARTESIAN COORDINATES (ANGSTROEM)
1 C 1.625 0.250 -0.808  -0.399
2 N 1.781 0.102 0.633  -0.587
3 C 0.652 -0.553 -0.037  -0.185
4 C -0.567 0.186 0.411  -0.064
5 C -1.855 0.200 -0.337  -0.422
6 N -1.707 -0.587 0.889  -0.606
7 H 2.338 -0.250 -1.456  0.288
8 H 1.308 1.240 -1.142  0.196
9 H 2.540 -0.498 0.926  0.220
10 H 0.606 -1.635 -0.160  0.434
11 H -0.073 0.992 0.990  0.420
12 H -1.966 -0.406 -1.240  0.211
13 H -2.500 1.080 -0.325  0.260
14 H -2.181 -0.119 1.655  0.234

---

Computed, not measured: the ion C2H8N3 with charge +1 at a distorted geometry, with wB97M-V/def2-TZVPD.

SMILES: C/[N+](N)=C/N
Net charge: +1

Each line ends with the Mulliken charge.
CARTESIAN COORDINATES (ANGSTROEM)
1 C 1.477 -0.755 0.131  -0.790
2 N 0.235 -0.007 -0.100  0.178
3 N 0.186 1.396 0.142  -0.685
4 C -1.150 -0.622 0.085  0.070
5 N -2.206 0.079 0.032  -0.238
6 H 1.963 -0.674 -0.762  0.342
7 H 2.085 -0.129 0.747  0.304
8 H 1.334 -1.796 0.484  0.300
9 H 0.776 1.657 0.923  0.275
10 H 0.516 2.016 -0.698  0.274
11 H -1.265 -1.709 0.220  0.337
12 H -3.180 -0.157 -0.124  0.272
13 H -2.036 1.182 -0.073  0.361

---

Results for energy relative to the best compared isomer or geometry (same formula, charge and spin): 338.87, 366.10, 155.38, 383.07, 327.05, 263.13, 352.36, 245.67, 302.14 (in kJ/mol, following the order of the records).
Results for total energy: -1319.578260, -632.670049, -854.094739, -285.268681, -529.908299, -245.991323, -771.232002, -266.628434, -244.952521 (in Eh, following the order of the records).